Entry 1:
{
  "formula": "C5H11N4",
  "method": "ωB97M-V with the def2-TZVPD basis set",
  "lumo_energy_ev": -3.21,
  "e_tot_ev": -11314.5410,
  "charge": 1,
  "e_above_lowest_kcal_mol": 76.24,
  "gap_ev": 11.0,
  "smiles": "C/C=N/[C@H]1NC=N[N@@H+]1C",
  "symbols": ["N", "H", "H", "H", "H", "N", "H", "H", "H", "H", "C", "N", "C", "H", "C", "C", "C", "N", "H", "H"],
  "xyz": [[2.61033, 0.46150, 0.57725], [1.17415, -0.51176, 1.41586], [-3.53839, -0.63715, 0.69979], [2.50041, -1.78615, -1.12765], [2.74705, 2.47326, 0.21147], [1.02462, 1.67010, -0.48211], [1.25742, -2.42095, -0.10029], [-1.98370, 0.06262, -1.20865], [0.30611, -0.04748, -1.42245], [-3.03094, 0.94270, 1.58102], [0.35747, 0.42343, -0.44566], [1.61645, -0.49594, 0.46061], [2.16761, 1.59273, 0.20824], [2.82493, -2.10882, 0.58278], [-1.81085, 0.27934, -0.19494], [-3.06799, 0.41317, 0.65293], [2.13491, -1.75134, -0.12596], [-0.73453, 0.44169, 0.45700], [0.42792, 2.38029, -0.14245], [-3.83899, 0.94621, 0.11506]],
  "atomic_forces_ev_per_a": [[1.7, 1.1, 1.1], [0.4, -1.1, -1.1], [0.7, 1.4, 0.4], [0.4, 1.1, -0.6], [0.8, 0.8, 0.6], [-1.1, -0.7, -0.6], [0.4, 0.0, 0.0], [0.4, -0.3, -1.5], [-0.3, -0.3, 0.0], [0.8, -0.3, 0.7], [1.9, -1.7, 1.8], [-2.3, 2.1, -1.9], [1.8, -0.6, -0.5], [1.1, -0.6, 0.6], [-2.8, 0.8, 4.3], [-1.2, -1.9, -1.9], [-2.8, -1.0, 1.3], [0.9, -0.3, -2.2], [-0.8, 1.3, 0.1], [-0.2, 0.2, -0.6]],
  "mulliken_charge": [-0.770, 0.445, 0.285, 0.303, 0.470, -0.216, 0.369, 0.433, 0.461, 0.313, 0.139, 0.257, -0.135, 0.357, 0.089, -1.110, -0.804, -0.548, 0.303, 0.358]
}

Entry 2:
{
  "formula": "C5H11N4",
  "method": "ωB97M-V with the def2-TZVPD basis set",
  "lumo_energy_ev": -4.01,
  "e_tot_ev": -11314.4219,
  "charge": 1,
  "e_above_lowest_kcal_mol": 78.99,
  "gap_ev": 9.5,
  "symbols": ["H", "H", "H", "H", "N", "H", "C", "C", "N", "C", "H", "H", "C", "H", "H", "N", "H", "C", "H", "N"],
  "xyz": [[-0.02538, 3.47099, 1.85648], [-1.50625, -3.80415, 1.16777], [1.06098, -3.92809, -1.14141], [-1.03951, 3.82444, -0.10654], [1.08159, -1.73256, -1.60311], [1.46868, 3.13615, 0.95720], [-0.83578, -3.74005, 0.34185], [0.77960, -2.82753, -1.05352], [-0.21131, -2.64202, -0.03618], [-0.33254, 0.85538, 0.42587], [-0.75363, -4.59249, -0.29888], [-1.16039, 2.36598, -1.29238], [0.64175, 2.77416, 1.46579], [-0.65424, -1.42380, 0.39822], [0.35994, 3.23119, -1.20772], [-0.11735, 2.10670, 0.43227], [1.72652, -1.76763, -2.41213], [-0.51915, 3.00441, -0.61957], [0.76472, 1.92558, 2.19537], [-0.72824, -0.23666, 0.53063]],
  "atomic_forces_ev_per_a": [[-0.6, 1.6, 1.0], [-0.5, 0.5, 0.4], [0.1, 1.5, -0.5], [0.2, 0.0, -0.9], [0.7, -0.8, -0.9], [2.0, 1.0, 0.0], [1.4, 2.6, -1.6], [-0.6, 0.6, 0.0], [-1.9, -3.5, 2.0], [-1.3, -1.6, 0.4], [0.4, -0.9, 0.1], [0.2, 1.3, 0.5], [-1.0, -3.9, 1.1], [1.2, 0.3, -0.6], [0.1, 0.8, 0.0], [0.2, 0.5, -0.4], [-0.2, -0.4, 0.8], [-1.3, -1.8, -1.3], [0.9, 1.5, -0.2], [0.1, 0.7, 0.2]],
  "mulliken_charge": [0.349, 0.266, 0.257, 0.317, -0.422, 0.336, -0.219, -0.032, -0.201, 0.421, 0.233, 0.319, -0.874, 0.522, 0.348, -0.093, 0.259, -0.857, 0.328, -0.257]
}

Entry 3:
{
  "formula": "C5H11N4O",
  "method": "ωB97M-V with the def2-TZVPD basis set",
  "lumo_energy_ev": -4.65,
  "e_tot_ev": -13361.4787,
  "charge": 1,
  "e_above_lowest_kcal_mol": 101.45,
  "gap_ev": 8.2,
  "symbols": ["H", "C", "C", "N", "C", "O", "N", "H", "H", "H", "H", "N", "C", "N", "H", "C", "H", "H", "H", "H", "H"],
  "xyz": [[1.91304, 0.38105, 1.55372], [0.19000, 0.64524, -1.55443], [-0.49851, -2.15175, 1.26462], [1.33994, -0.44673, 1.61346], [0.22441, 1.72231, -2.68561], [-0.73959, 0.20100, 1.54575], [0.53964, 2.85886, -2.22018], [-0.26850, 1.58526, -3.56122], [1.01397, 0.00002, -1.66473], [0.89413, 3.56879, -0.30716], [-0.73755, 0.13111, -1.43116], [-1.87176, -1.97367, 0.90617], [0.45009, 1.48987, -0.33577], [0.76210, 2.65592, -0.82463], [-2.57546, -2.23938, 1.50171], [0.06045, -0.74857, 1.45021], [-0.41048, -2.70977, 2.22405], [-2.21210, -2.26104, 0.01258], [0.07784, -2.60969, 0.52442], [2.08762, -1.15131, 1.42556], [-0.23928, 1.05249, 0.56264]],
  "atomic_forces_ev_per_a": [[-1.5, 1.1, 0.5], [0.0, 2.9, -0.7], [-1.2, 0.7, 1.6], [4.1, -2.8, -1.1], [0.0, -1.1, 4.3], [-0.4, -0.2, -0.4], [0.6, 0.0, 0.0], [-0.5, -0.2, -3.0], [1.0, -1.4, -0.2], [-0.1, -1.6, -0.6], [-0.6, -0.6, -0.2], [0.7, 0.2, -1.9], [-1.3, 0.7, -2.3], [-0.4, 1.3, 1.3], [-1.3, -0.6, 2.3], [-1.1, 1.9, 1.5], [0.2, 0.3, -0.6], [0.7, -0.2, -0.7], [0.9, -1.2, -1.2], [-1.5, -0.1, 0.4], [1.6, 0.8, 1.0]],
  "mulliken_charge": [0.293, -0.443, -0.578, -0.379, -0.177, -0.624, -0.519, 0.458, 0.287, 0.338, 0.396, -0.401, -0.092, 0.169, 0.163, 0.489, 0.350, 0.187, 0.411, 0.239, 0.433]
}

Entry 4:
{
  "formula": "C5H11N6",
  "method": "ωB97M-V with the def2-TZVPD basis set",
  "lumo_energy_ev": -2.75,
  "e_tot_ev": -14296.4090,
  "charge": 1,
  "e_above_lowest_kcal_mol": 47.29,
  "gap_ev": 10.4,
  "smiles": "C=N[C@]1(C)N=C(N)NC(=[NH2+])N1",
  "symbols": ["C", "H", "H", "H", "N", "N", "H", "N", "C", "C", "N", "N", "C", "H", "H", "H", "H", "N", "H", "H", "H", "C"],
  "xyz": [[-1.65550, -0.60161, 1.55985], [0.01450, -2.14738, -0.18744], [2.30642, -2.63835, -0.82574], [-3.04309, 1.05606, -1.09676], [-0.37603, 1.14089, 0.20625], [0.28460, -1.28654, 0.24604], [2.71034, 0.83716, 0.07900], [1.84525, 0.42145, -0.19177], [1.49368, -0.87471, -0.06804], [-0.97593, -0.12096, 0.27822], [-1.68199, -0.56496, -0.86764], [1.16599, 2.76698, -0.15766], [0.80933, 1.48571, -0.05499], [3.46671, -1.60699, -0.45676], [-2.98047, -0.52782, -2.27572], [0.44233, 3.41760, -0.49780], [-2.10644, 0.18782, 1.99254], [2.50911, -1.74262, -0.34520], [-1.11854, -1.10578, 2.35741], [1.98066, 3.16268, 0.33873], [-2.40072, -1.26626, 1.29968], [-2.69023, 0.00763, -1.33219]],
  "atomic_forces_ev_per_a": [[1.6, -0.3, -0.6], [-0.3, -0.7, 0.1], [-0.4, 0.8, 1.0], [0.1, -1.3, 0.1], [-1.7, 0.3, 0.1], [0.5, 2.4, -0.9], [1.1, -0.8, -0.2], [-2.3, 3.4, 0.9], [1.7, -1.1, -0.4], [2.8, -2.5, 0.2], [0.3, -0.2, 0.9], [1.0, 1.6, -0.5], [-0.3, -3.3, 1.0], [1.5, 1.6, 0.0], [-0.8, 1.0, 1.0], [0.7, -0.6, 0.7], [-1.7, 2.9, 1.5], [-2.3, -2.5, -0.6], [0.9, 0.2, -0.4], [-0.8, -0.5, -0.7], [-1.6, -1.4, -0.8], [0.0, 0.9, -2.4]],
  "mulliken_charge": [-1.689, 0.292, 0.226, 0.275, -0.578, -0.350, 0.282, -0.203, 0.446, 1.246, -0.460, -0.418, 0.344, 0.195, 0.281, 0.261, 0.497, -0.402, 0.369, 0.231, 0.475, -0.320]
}

Entry 5:
{
  "formula": "C5H11N7",
  "method": "ωB97M-V with the def2-TZVPD basis set",
  "lumo_energy_ev": 0.65,
  "e_tot_ev": -15790.8753,
  "charge": 0,
  "e_above_lowest_kcal_mol": 31.79,
  "gap_ev": 8.9,
  "smiles": "N=c1[nH]nn[nH]1.C=C/C(C)=N\\N",
  "symbols": ["H", "H", "H", "N", "C", "H", "N", "N", "H", "C", "H", "N", "H", "N", "C", "C", "N", "H", "H", "H", "N", "C", "H"],
  "xyz": [[-4.18792, 1.85430, -1.71296], [-0.92924, 0.86889, 1.77463], [-4.07102, 2.93877, -0.31126], [3.89474, -2.24292, 1.67390], [2.69511, -2.02368, 1.28945], [-3.43944, 3.46620, -1.88376], [1.54471, -1.58329, 1.89349], [0.49258, -1.53522, 1.05421], [3.98262, -2.06562, 2.67482], [-1.21057, 1.78741, -1.85817], [-2.47351, 1.89748, -3.56613], [-0.85643, 1.17497, 0.81709], [2.80019, -2.24471, -0.77311], [-2.04576, 1.74096, 0.43444], [-2.22932, 2.02092, -0.81047], [-1.47204, 1.74781, -3.17391], [2.20860, -2.17521, 0.02585], [-0.69843, 1.58833, -3.90610], [-0.18953, 1.63171, -1.49623], [1.42155, -1.53024, 2.87843], [0.90027, -1.89507, -0.08788], [-3.56414, 2.59711, -1.20905], [-0.50039, 0.42786, 0.21686]],
  "atomic_forces_ev_per_a": [[0.0, 0.0, 0.0], [-0.1, -0.1, -0.1], [-0.1, -0.1, 0.0], [-0.5, 0.1, 0.2], [0.5, 0.0, 0.2], [0.0, -0.5, 0.2], [0.3, 0.0, 0.7], [-0.2, -0.6, -0.6], [0.1, 0.0, -0.2], [0.0, -0.2, -0.3], [0.1, 0.0, 0.1], [0.3, -0.1, -0.2], [0.0, -0.3, -0.5], [-0.3, 0.3, -0.7], [0.1, -0.2, 0.2], [-0.1, 0.2, 0.7], [0.5, -0.3, -0.7], [0.2, 0.0, 0.0], [-0.3, 0.1, -0.2], [-0.3, 0.2, 0.5], [-0.3, 0.7, 0.5], [0.3, 0.5, -0.1], [-0.3, 0.3, 0.3]],
  "mulliken_charge": [0.277, 0.281, 0.345, -0.704, 0.438, 0.333, 0.046, -0.182, 0.200, -0.213, 0.250, -0.454, 0.257, -0.499, 0.813, -0.861, 0.070, 0.267, 0.406, 0.221, -0.362, -1.160, 0.229]
}

Entry 6:
{
  "formula": "C5H11NO",
  "method": "ωB97M-V with the def2-TZVPD basis set",
  "lumo_energy_ev": [3.84, 3.74],
  "e_tot_ev": -8899.8481,
  "spin_multiplicity": 2,
  "s_squared": 0.75,
  "charge": -1,
  "e_above_lowest_kcal_mol": 7.24,
  "gap_ev": [2.7, 9.5],
  "symbols": ["H", "O", "C", "C", "H", "C", "H", "N", "H", "H", "C", "H", "H", "C", "H", "H", "H", "H"],
  "xyz": [[-1.32901, -0.71193, -2.26244], [0.42708, -1.40927, 1.44354], [-0.53856, 1.65902, 1.61711], [0.25117, -0.94944, 0.30874], [0.30268, -1.31488, -2.53445], [0.74155, 0.35526, -0.19219], [1.75518, 0.31918, -0.60603], [-0.44690, -1.68097, -0.58721], [-0.96076, -2.55573, -2.38639], [-1.41384, 1.54471, 0.97723], [-0.66319, -1.55495, -2.07670], [-0.66699, 0.86254, 2.35298], [1.26582, 2.31221, 0.57063], [0.83057, 1.38490, 0.95403], [1.53242, 1.05805, 1.71601], [-0.67499, -2.64113, -0.35247], [-0.52787, 2.64286, 2.08091], [0.11564, 0.67958, -1.02329]],
  "atomic_forces_ev_per_a": [[-0.4, -0.3, -0.4], [0.2, 0.8, -0.3], [0.6, -0.7, 0.2], [-0.3, -2.0, -0.1], [-0.1, -0.1, -0.3], [0.8, 1.5, 0.7], [-0.1, -0.7, -0.1], [-0.6, -1.0, -1.5], [-0.5, 0.2, -0.4], [0.2, 0.3, -0.4], [1.4, 0.9, 1.8], [-0.1, 0.3, 0.3], [-0.2, 0.0, -0.2], [-0.8, 0.4, -0.6], [0.0, -0.3, 0.1], [0.3, 0.5, 0.8], [-0.2, 0.0, 0.2], [-0.1, 0.2, 0.2]],
  "lowdin_spin": [0.067, 0.020, 0.025, 0.049, 0.074, 0.073, 0.032, 0.028, 0.096, 0.015, 0.422, 0.002, 0.007, 0.015, 0.001, 0.036, 0.003, 0.035]
}

Among the records above, which one has the lowest charge?
C5H11NO